1.
Here is 2 unconnected molecules or ions with the total composition C2H8NOS from the Open Molecules 2025 dataset. Energies are from wB97M-V/def2-TZVPD.

Calculated total energy   -16577.3267 eV
Lowest unoccupied orbital energy   4.16 eV
Gap between HOMO and LUMO   6.79 eV

```
! wB97M-V def2-TZVPD RIJCOSX def2/J DEFGRID3
* xyz -1 1
C 2.237 -0.600 -0.649
S 1.388 0.658 -1.661
H 2.069 -0.461 0.426
H 1.914 -1.621 -0.870
H 3.316 -0.611 -0.813
N -0.780 0.203 1.284
C -1.970 0.498 0.506
O -1.769 0.510 -0.878
H -0.461 -0.753 1.140
H -0.033 0.808 0.929
H -2.742 -0.236 0.768
H -2.296 1.485 0.837
H -0.874 0.121 -1.020
*
```

Löwdin atomic charge list, values in e, 4 entries:
1. C -0.73
2. S 0.11
3. H -0.03
4. H -0.02



2.
Here is a gas-phase ion, C13H12BrNO2P (charge +1) in a non-equilibrium geometry from the Open Molecules 2025 dataset. Energies are from wB97M-V/def2-TZVPD.

Calculated total energy   -98585.0245 eV
Lowest unoccupied orbital energy   -4.94 eV
SMILES string   C=Cc1cc2cc[n+]([PH2]=O)cc2cc1CC(=O)Br
Gap between HOMO and LUMO   8.03 eV

```
! wB97M-V def2-TZVPD RIJCOSX def2/J DEFGRID3
* xyz 1 1
C -0.261 0.634 3.996
C -0.148 1.520 3.001
C -0.073 0.947 1.592
C 1.096 0.248 1.284
C 1.305 -0.344 0.003
C 2.502 -1.051 -0.386
C 2.578 -1.583 -1.648
N 1.523 -1.446 -2.540
P 1.726 -2.224 -4.117
O 2.305 -3.565 -3.962
C 0.407 -0.784 -2.206
C 0.223 -0.189 -0.945
C -0.968 0.533 -0.610
C -1.157 1.119 0.630
C -2.397 1.924 0.989
C -3.610 1.057 1.386
O -3.645 -0.128 1.450
Br -5.259 2.080 1.769
H -0.553 0.941 5.011
H -0.080 -0.431 3.784
H -0.066 2.605 3.145
H 1.917 0.153 2.009
H 3.341 -1.164 0.313
H 3.468 -2.129 -1.986
H 0.406 -2.371 -4.623
H 2.454 -1.397 -5.003
H -0.394 -0.722 -2.959
H -1.763 0.627 -1.361
H -2.162 2.581 1.848
H -2.719 2.558 0.139
*
```

Löwdin atomic charge list, values in e, 4 entries:
1. C 0.05
2. C -0.12
3. C -0.12
4. C 0.04



3.
Here is a single C2H4N2OS2 molecule in a non-equilibrium geometry from the Open Molecules 2025 dataset. Energies are from wB97M-V/def2-TZVPD.

Calculated total energy   -28832.9652 eV
Lowest unoccupied orbital energy   0.18 eV
SMILES string   S=C1CNN(S)O1
Gap between HOMO and LUMO   9.15 eV

```
! wB97M-V def2-TZVPD RIJCOSX def2/J DEFGRID3
* xyz 0 1
C 1.378 -0.209 -0.044
C 0.425 0.987 -0.447
N -0.829 0.535 0.149
N -0.698 -0.762 0.623
O 0.689 -1.083 0.685
S 2.949 -0.147 -0.253
S -1.580 -1.715 -0.461
H 1.007 1.905 -0.053
H 0.259 1.014 -1.482
H -0.967 1.190 0.930
H -2.633 -1.713 0.353
*
```

Löwdin atomic charge list, values in e, 4 entries:
1. C -0.88
2. C -0.16
3. N -0.14
4. N -0.52



4.
Here is a single C3H6N2O3 molecule in a non-equilibrium geometry from the Open Molecules 2025 dataset. Energies are from wB97M-V/def2-TZVPD.

Calculated total energy   -12329.7352 eV
Lowest unoccupied orbital energy   0.54 eV
SMILES string   NC(=O)COC(N)=O
Gap between HOMO and LUMO   10.10 eV

```
! wB97M-V def2-TZVPD RIJCOSX def2/J DEFGRID3
* xyz 0 1
C -0.907 -0.418 -1.041
C -1.115 0.426 0.896
C 0.827 -0.579 -0.598
N -0.068 -0.170 1.676
N 1.526 0.603 -0.475
O -1.693 -0.547 0.183
O -1.164 1.628 0.748
O 1.358 -1.515 -1.180
H -0.166 -1.147 1.925
H 0.368 0.465 2.337
H 2.312 0.699 -1.102
H 1.027 1.424 -0.158
H -1.207 0.465 -1.609
H -1.099 -1.334 -1.601
*
```

Löwdin atomic charge list, values in e, 4 entries:
1. C 0.00
2. C -0.63
3. C -0.43
4. N 0.16



5.
Here is a gas-phase ion, C4H10F2N (charge +1) in a non-equilibrium geometry from the Open Molecules 2025 dataset. Energies are from wB97M-V/def2-TZVPD.

Calculated total energy   -11226.5976 eV
Lowest unoccupied orbital energy   -2.93 eV
SMILES string   C[N+](C)(C)C(F)F
Gap between HOMO and LUMO   15.01 eV

```
! wB97M-V def2-TZVPD RIJCOSX def2/J DEFGRID3
* xyz 1 1
C 0.095 -0.018 -1.517
C -0.396 -1.221 0.418
C -0.168 1.228 0.568
C 1.727 0.023 0.521
N 0.370 -0.049 -0.050
F 2.427 -1.042 0.116
F 2.330 1.069 -0.025
H 0.430 0.933 -1.848
H 0.802 -0.641 -1.932
H -0.909 -0.142 -1.813
H -0.521 -0.979 1.514
H -1.407 -1.435 -0.031
H 0.291 -2.162 0.188
H -0.370 1.169 1.567
H 0.419 2.023 0.460
H -1.207 1.371 0.209
H 1.807 -0.045 1.556
*
```

Löwdin atomic charge list, values in e, 4 entries:
1. C 0.05
2. C 0.02
3. C 0.04
4. C -0.38



6.
Here is a molecular structure, CH4HgO2 in a non-equilibrium geometry from the Open Molecules 2025 dataset. Energies are from wB97M-V/def2-TZVPD.

Calculated total energy   -9364.8382 eV
Lowest unoccupied orbital energy (alpha / beta)   0.53 / -2.44 eV
Gap between HOMO and LUMO (alpha / beta)   9.17 / 6.65 eV

```
! wB97M-V def2-TZVPD RIJCOSX def2/J DEFGRID3
* xyz 0 3
H -1.882 0.170 1.691
O -2.711 0.469 2.685
Hg -2.714 -0.256 4.739
O -4.535 0.402 2.931
C -5.224 1.608 2.939
H -6.256 1.398 2.612
H -5.252 2.061 3.947
H -4.786 2.335 2.233
*
```

Löwdin atomic charge list, values in e, 4 entries:
1. H 0.20
2. O -0.64
3. Hg 0.81
4. O -0.38



7.
Here is a single C20H29N3O2 molecule in a non-equilibrium geometry from the Open Molecules 2025 dataset. Energies are from wB97M-V/def2-TZVPD.

Calculated total energy   -29776.3982 eV
Lowest unoccupied orbital energy   0.70 eV
SMILES string   CCOc1c2ccc(C(=O)N[C@H](C)C3CCCCC3)cc2nn1CC
Gap between HOMO and LUMO   8.39 eV

```
! wB97M-V def2-TZVPD RIJCOSX def2/J DEFGRID3
* xyz 0 1
C -3.912 -1.885 2.300
C -3.564 -2.472 0.937
H -2.534 -2.844 0.921
H -4.237 -3.300 0.698
O -3.764 -1.549 -0.119
C -2.918 -0.495 -0.209
N -3.257 0.489 -1.064
N -2.360 1.474 -1.124
C -1.394 1.125 -0.275
C -0.215 1.827 0.032
C 0.662 1.264 0.918
C 0.368 0.033 1.555
C -0.772 -0.667 1.283
C -1.681 -0.140 0.346
H -0.961 -1.602 1.789
H 1.073 -0.349 2.279
C 1.897 1.996 1.339
O 1.944 2.600 2.396
N 2.976 1.978 0.521
H 3.746 2.516 0.894
C 3.234 1.273 -0.728
C 2.441 1.891 -1.884
H 2.906 1.647 -2.835
H 2.430 2.974 -1.780
H 1.416 1.533 -1.890
H 4.301 1.428 -0.928
C 3.001 -0.244 -0.590
C 3.795 -0.807 0.593
C 3.536 -2.301 0.757
C 3.924 -3.049 -0.513
C 3.154 -2.492 -1.704
C 3.403 -0.993 -1.863
H 2.828 -0.627 -2.713
H 4.462 -0.820 -2.068
H 3.451 -3.012 -2.618
H 2.085 -2.662 -1.555
H 3.716 -4.115 -0.399
H 4.996 -2.935 -0.688
H 4.106 -2.684 1.607
H 2.475 -2.462 0.964
H 3.521 -0.283 1.510
H 4.862 -0.642 0.420
H 1.936 -0.417 -0.413
H -0.036 2.790 -0.419
C -4.465 0.553 -1.844
C -5.645 1.007 -0.990
H -5.435 1.978 -0.549
H -5.830 0.290 -0.194
H -6.538 1.085 -1.604
H -4.660 -0.437 -2.263
H -4.277 1.267 -2.647
H -3.773 -2.640 3.069
H -4.949 -1.558 2.312
H -3.276 -1.032 2.525
*
```

Löwdin atomic charge list, values in e, 4 entries:
1. C -0.06
2. C -0.22
3. H 0.11
4. H 0.13



Question: Which of these has the lowest calculated total energy?
Answer: C13H12BrNO2P